1.
{
  "formula": "C16H10BrFSe4V",
  "method": "ωB97M-V/def2-TZVPD",
  "relative_energy_ev": 0.6371,
  "total_energy_ha": -13839.2847,
  "largest_force_ev_per_a": 0.6,
  "homo_energy_ev": [-7.860, -7.897],
  "multiplicity": 2,
  "symbols": ["V", "Br", "C", "C", "C", "C", "C", "C", "C", "C", "C", "C", "H", "H", "H", "H", "H", "H", "Se", "Se", "Se", "Se", "F", "C", "C", "C", "C", "C", "C", "H", "H", "H", "H"],
  "positions_angstrom": [[0.00, 0.02, -0.04], [-2.55, 0.69, -0.19], [-3.05, -1.11, 0.36], [-4.38, -1.32, 0.52], [-4.82, -2.61, 0.88], [-3.91, -3.62, 1.05], [-2.52, -3.39, 0.88], [-1.59, -4.44, 1.04], [-0.26, -4.21, 0.87], [0.21, -2.92, 0.54], [-0.65, -1.88, 0.38], [-2.05, -2.09, 0.53], [-5.10, -0.53, 0.37], [-5.87, -2.80, 1.01], [-4.23, -4.61, 1.31], [-1.96, -5.43, 1.30], [0.46, -5.02, 0.99], [1.28, -2.78, 0.42], [2.35, 0.27, -0.32], [2.97, -0.28, -2.51], [1.37, -1.90, -2.92], [-0.51, -0.62, -2.39], [0.66, 0.88, 6.05], [0.46, 0.64, 4.74], [-0.65, 1.19, 4.13], [-0.85, 0.94, 2.77], [0.04, 0.15, 2.02], [1.12, -0.40, 2.72], [1.35, -0.16, 4.06], [-1.34, 1.80, 4.70], [-1.72, 1.38, 2.31], [1.81, -1.06, 2.20], [2.20, -0.58, 4.58]]
}

***

2.
{
  "formula": "C5H5N2O2",
  "method": "ωB97M-V/def2-TZVPD",
  "relative_energy_ev": 0.6688,
  "total_charge": -1,
  "total_energy_ha": -453.4673,
  "largest_force_ev_per_a": 3.0,
  "homo_energy_ev": [-3.103, -3.104],
  "symbols": ["C", "C", "C", "C", "C", "N", "N", "O", "O", "H", "H", "H", "H", "H"],
  "positions_angstrom": [[2.34, -0.98, -0.23], [1.63, 1.29, 0.38], [1.23, -1.72, -0.35], [2.75, 0.35, 0.14], [-1.65, -0.17, 0.29], [0.35, 1.07, 0.50], [-0.22, -0.12, 0.53], [0.54, -2.69, -0.58], [3.96, 0.75, 0.12], [3.22, -1.56, -0.52], [1.82, 2.40, 0.59], [-2.00, -1.06, 0.88], [-2.09, 0.83, 0.38], [-1.64, -0.41, -0.82]]
}

***

3.
{
  "formula": "C12H18N3OS4V",
  "method": "ωB97M-V/def2-TZVPD",
  "total_charge": 2,
  "total_energy_ha": -3243.7072,
  "largest_force_ev_per_a": 1.2,
  "homo_energy_ev": [-14.874, -15.138],
  "multiplicity": 3,
  "symbols": ["V", "C", "C", "S", "C", "C", "S", "C", "C", "S", "C", "C", "S", "H", "H", "H", "H", "H", "H", "H", "H", "H", "H", "H", "H", "H", "H", "H", "H", "N", "C", "O", "C", "C", "N", "C", "N", "H", "H"],
  "positions_angstrom": [[0.18, 0.27, 0.17], [-2.84, -0.04, 1.60], [-1.93, 0.26, 2.76], [-0.27, -0.39, 2.52], [-0.48, -2.21, 2.43], [-0.73, -2.79, 1.04], [0.46, -2.10, -0.14], [-0.35, -2.34, -1.74], [0.32, -1.43, -2.75], [0.46, 0.31, -2.19], [-0.90, 1.73, -3.36], [-2.07, 1.89, -2.61], [-2.00, 0.16, 0.00], [-3.71, 0.62, 1.60], [-3.22, -1.06, 1.63], [-2.31, -0.12, 3.71], [-1.77, 1.34, 2.87], [-1.29, -2.47, 3.11], [0.44, -2.61, 2.85], [-1.73, -2.56, 0.66], [-0.59, -3.87, 1.06], [-1.40, -2.10, -1.62], [-0.24, -3.39, -2.04], [-0.22, -1.44, -3.70], [1.35, -1.74, -2.97], [-0.92, 1.09, -4.24], [-0.13, 2.49, -3.34], [-2.93, 1.26, -2.77], [-2.14, 2.68, -1.87], [4.19, 0.70, 0.98], [2.97, 1.16, 0.77], [1.98, 0.29, 0.69], [2.70, 2.54, 0.64], [3.70, 3.54, 0.67], [4.52, 4.35, 0.68], [1.34, 2.67, 0.43], [0.25, 2.28, 0.30], [4.97, 1.33, 1.07], [4.35, -0.29, 1.07]]
}